{
  "formula": "C21H20N9PtSi",
  "method": "ωB97M-V/def2-TZVPD",
  "charge": 1,
  "molar_mass_g_mol": 621.62,
  "energy_ev": -46628.847,
  "homo_energy_ha": -0.432,
  "orbital_gap_ev": 7.6,
  "elements": ["N", "H", "H", "C", "C", "C", "C", "H", "H", "C", "H", "H", "H", "C", "C", "H", "C", "N", "C", "Pt", "N", "N", "N", "C", "H", "H", "H", "H", "H", "C", "C", "N", "C", "H", "C", "H", "C", "H", "C", "H", "C", "Si", "N", "H", "C", "H", "N", "C", "C", "H", "C", "N"],
  "xyz": [[-4.108, 2.482, -3.552], [-1.397, -0.378, 1.520], [2.685, -0.356, 0.135], [0.101, 1.721, 2.985], [1.282, 2.384, 0.960], [1.240, -2.534, -1.530], [-0.570, -0.874, -2.857], [1.596, -3.457, 3.832], [-1.191, -0.454, -3.642], [-0.121, -2.830, -1.493], [4.491, -1.562, 1.308], [2.758, -1.139, -2.135], [1.336, 1.121, 4.622], [-2.474, -2.445, -2.318], [-1.042, -2.035, -2.170], [1.179, 0.316, -3.337], [1.829, -2.776, 3.026], [-3.502, 3.008, -1.324], [2.446, -1.028, 0.949], [-0.972, 0.654, -1.329], [-1.495, 2.325, -0.215], [-2.034, 3.231, 1.726], [-2.632, 0.959, -3.982], [1.111, -1.204, 1.334], [1.940, -3.206, -1.051], [3.940, -3.127, 3.134], [-0.207, -2.205, 2.723], [1.252, 2.773, -0.048], [3.451, 1.494, 3.400], [-2.701, 2.918, -0.261], [0.804, -0.528, -2.772], [-3.635, 1.598, -4.454], [2.486, 2.134, 1.597], [-3.118, -1.592, -2.522], [3.147, -2.588, 2.631], [-0.466, -3.728, -0.996], [-3.328, 2.322, -2.515], [-4.341, 3.563, -1.228], [2.505, 1.679, 2.910], [-2.555, -3.125, -3.171], [1.702, -1.375, -2.131], [-0.282, -0.330, 0.538], [-2.399, 1.389, -2.715], [3.413, 2.314, 1.068], [0.106, 2.175, 1.673], [-0.832, 1.590, 3.515], [-1.144, 2.538, 1.085], [0.817, -2.076, 2.390], [3.459, -1.708, 1.601], [-2.831, -2.979, -1.438], [1.319, 1.471, 3.598], [-3.020, 3.483, 0.926]],
  "lowdin_charge": [0.0707, -0.0169, 0.0956, -0.0272, -0.0376, -0.0704, -0.2596, 0.1142, 0.0743, -0.0577, 0.1156, 0.1182, 0.1226, -0.0206, -0.2935, 0.1220, -0.0567, 0.1824, -0.1330, 0.9668, -0.0199, 0.1215, -0.0701, -0.3811, 0.1270, 0.1160, 0.1014, 0.1217, 0.1219, -0.3635, -0.1029, -0.0332, -0.0617, 0.0771, -0.0470, 0.1295, -0.4593, 0.1707, -0.0460, 0.1084, -0.1002, 0.7700, -0.1246, 0.1228, -0.2937, 0.1280, -0.1441, -0.0989, -0.0578, 0.0915, -0.0394, 0.1268]
}

{
  "formula": "C21H21AgCl2N3O2P",
  "method": "ωB97M-V/def2-TZVPD",
  "charge": 0,
  "molar_mass_g_mol": 557.17,
  "energy_ev": -69016.368,
  "homo_energy_ha": -0.310,
  "orbital_gap_ev": 7.5,
  "elements": ["H", "C", "C", "H", "H", "C", "H", "C", "C", "H", "H", "C", "C", "C", "C", "C", "H", "H", "H", "N", "H", "H", "H", "C", "C", "H", "O", "H", "P", "C", "C", "Cl", "H", "C", "C", "Ag", "N", "H", "N", "C", "C", "Cl", "H", "C", "H", "H", "O", "H", "C", "H", "C"],
  "xyz": [[-4.377, -2.502, 0.081], [4.193, -0.651, -2.476], [-2.501, -2.336, -1.866], [-1.511, 4.814, -0.849], [2.742, -1.368, -5.439], [1.288, 1.589, 1.999], [4.255, 0.478, 4.216], [-2.467, -0.226, 1.712], [-3.358, 0.126, 2.714], [-1.567, -3.854, 0.508], [-3.146, -1.576, -2.305], [1.742, -0.764, -3.642], [2.858, -1.089, -4.401], [3.017, -0.346, -1.807], [4.106, -1.035, -3.803], [3.355, 0.354, 2.280], [-3.100, -3.193, -1.556], [4.105, -0.303, 1.862], [-1.796, -2.665, -2.629], [3.171, 0.068, -0.448], [2.520, 1.982, 5.126], [0.633, 2.705, 3.702], [4.999, -1.278, -4.365], [2.452, 1.638, 4.102], [3.431, 0.794, 3.590], [5.135, -0.573, -1.952], [-0.909, 2.487, -0.265], [-0.255, -2.842, 1.150], [-1.553, -1.618, -0.483], [-2.812, -1.183, 0.760], [-4.614, -0.461, 2.763], [-1.630, 4.833, -3.186], [-5.316, -0.177, 3.536], [-4.077, -1.764, 0.815], [2.280, 0.758, 1.494], [-0.056, 0.314, -0.852], [1.817, -0.407, -2.367], [-0.100, -3.556, -0.460], [2.121, 0.326, 0.147], [-0.804, -3.118, 0.250], [-0.898, 4.395, -1.636], [0.722, 5.125, -1.472], [0.475, 1.910, 1.354], [-0.747, 2.874, -1.451], [-1.504, 0.267, 1.652], [-3.077, 0.874, 3.444], [-0.449, 2.170, -2.427], [0.749, -0.775, -4.076], [1.389, 2.039, 3.306], [-5.957, -1.855, 1.836], [-4.974, -1.402, 1.809]],
  "lowdin_charge": [0.0921, -0.0056, -0.2798, 0.0531, 0.1065, -0.0250, 0.1034, -0.1038, -0.0746, 0.0454, 0.0498, -0.1182, -0.0505, -0.3089, -0.0560, -0.0297, 0.0359, 0.1035, 0.0366, 0.0965, 0.1032, 0.1078, 0.1101, -0.0819, -0.0808, 0.1123, -0.1203, 0.0392, 0.8487, -0.3832, -0.0850, 0.5801, 0.1028, -0.0926, -0.2505, 0.6240, 0.0760, 0.0375, 0.0174, -0.2693, -1.0161, 0.5696, 0.0740, -0.8434, 0.0717, 0.1053, -0.0921, 0.1146, -0.0676, 0.1028, -0.0853]
}

{
  "formula": "C21H21BCl3NO",
  "method": "ωB97M-V/def2-TZVPD",
  "charge": 0,
  "molar_mass_g_mol": 420.58,
  "energy_ev": -63900.201,
  "homo_energy_ha": -0.308,
  "orbital_gap_ev": 6.1,
  "elements": ["H", "C", "C", "C", "H", "H", "C", "Cl", "H", "H", "Cl", "C", "C", "H", "H", "C", "Cl", "C", "H", "H", "C", "C", "H", "C", "C", "H", "O", "H", "C", "H", "C", "H", "H", "H", "H", "C", "C", "C", "H", "C", "B", "C", "N", "C", "H", "H", "C", "H"],
  "xyz": [[6.130, 0.343, 0.911], [4.501, -1.466, 0.204], [0.152, 0.887, 1.578], [-0.836, 2.944, -1.893], [-3.865, -2.366, 0.088], [1.268, 2.400, -2.077], [5.209, 0.843, 0.550], [-1.552, -3.991, -0.135], [-0.609, 4.009, -1.820], [-0.016, -1.266, 1.999], [-4.214, -3.983, -1.731], [1.139, 1.895, 1.391], [0.235, 2.043, -1.965], [-1.516, 2.262, 1.850], [5.410, 1.193, -0.483], [-2.148, 2.480, -1.726], [-1.505, -4.261, -3.125], [-1.614, -1.146, -1.056], [-1.391, -1.667, 0.970], [5.232, -1.417, -0.613], [0.620, -0.458, 1.628], [-2.277, 0.350, 1.361], [4.987, 1.699, 1.190], [-1.320, 0.246, -1.555], [-2.201, -0.944, 0.560], [-3.399, 0.708, -1.633], [-2.393, -1.941, -1.878], [3.628, -2.032, -0.124], [-1.233, 1.217, 1.637], [-2.978, 3.176, -1.607], [-2.388, 1.121, -1.637], [-4.048, 1.375, 2.286], [-5.494, -0.707, 1.332], [4.982, -1.993, 1.043], [0.815, 2.941, 1.425], [-3.654, 0.550, 1.678], [-3.561, -1.449, 0.578], [2.449, 1.571, 1.074], [3.166, 2.385, 0.924], [1.890, -0.791, 1.213], [-2.414, -3.388, -1.781], [-0.012, 0.673, -1.806], [4.126, -0.119, 0.571], [2.850, 0.218, 0.914], [0.795, -0.072, -1.896], [2.171, -1.846, 1.154], [-4.421, -0.547, 1.201], [-0.696, -1.678, -0.770]],
  "lowdin_charge": [0.1007, -0.0483, -0.2129, -0.0919, 0.0452, 0.1053, -0.0505, 0.4588, 0.0992, 0.1224, 0.4598, -0.0154, -0.0879, 0.1414, 0.1052, -0.0745, 0.4791, -0.2476, 0.1098, 0.0971, -0.0061, -0.1858, 0.0772, -0.1728, -0.1780, 0.1366, -0.1155, 0.0833, 0.0666, 0.1056, -0.0356, 0.1270, 0.1159, 0.1045, 0.1253, 0.0418, 0.0192, -0.0135, 0.1031, 0.0040, -1.8074, -0.0240, -0.1834, -0.2009, 0.1267, 0.1114, -0.0155, 0.0951]
}

{
  "formula": "C21H21BO3",
  "method": "ωB97M-V/def2-TZVPD",
  "charge": 0,
  "molar_mass_g_mol": 332.21,
  "energy_ev": -28939.738,
  "homo_energy_ha": -0.318,
  "orbital_gap_ev": 9.3,
  "elements": ["C", "C", "C", "H", "H", "H", "H", "C", "C", "H", "H", "B", "H", "H", "H", "C", "C", "C", "H", "H", "C", "H", "C", "O", "C", "C", "C", "C", "H", "H", "C", "H", "C", "H", "C", "H", "C", "C", "C", "H", "O", "C", "H", "H", "H", "O"],
  "xyz": [[2.258, -4.207, 2.311], [2.305, -3.063, 0.217], [0.795, -2.339, 1.928], [-2.205, 2.705, -2.291], [0.447, 2.090, 4.109], [-2.423, 0.906, -0.080], [0.917, -3.425, 3.748], [-0.282, 1.283, 3.916], [-2.187, 2.738, 3.236], [-1.067, 3.954, -2.877], [-0.733, 1.103, 4.903], [0.075, -0.066, 0.129], [0.735, -1.126, -2.193], [2.580, -1.904, -1.564], [2.359, -3.631, -1.865], [-3.151, 3.114, 2.328], [-0.421, 1.886, -3.072], [-3.219, 2.459, 1.114], [-4.018, 2.727, 0.433], [0.187, 0.565, -6.093], [0.466, -0.346, -2.871], [-0.797, 2.515, -5.102], [-1.269, 1.723, 2.940], [0.912, -1.136, -0.211], [-2.355, 1.403, 0.876], [2.724, -4.088, 1.047], [2.803, -2.909, -1.199], [-1.330, 1.032, 1.731], [1.018, -1.325, -4.711], [2.550, -5.046, 2.917], [-1.165, 2.978, -2.402], [-0.763, 3.072, -1.391], [-0.037, 0.821, -2.260], [0.260, 0.378, 3.631], [0.164, 0.608, -5.018], [3.481, -4.820, 0.730], [-0.335, 1.762, -4.456], [0.572, -0.467, -4.244], [1.326, -2.162, 0.665], [-3.765, 3.972, 2.501], [-0.310, 0.137, 1.459], [1.274, -3.345, 2.729], [3.890, -3.022, -1.261], [-2.100, 3.223, 4.164], [0.078, -1.619, 2.269], [-0.249, 0.891, -0.873]],
  "lowdin_charge": [-0.1039, -0.1839, -0.0015, 0.0869, 0.0991, 0.1168, 0.1072, -0.0373, -0.0317, 0.0852, 0.0941, -0.5681, 0.0815, 0.0657, 0.0838, -0.0899, -0.2113, -0.0739, 0.1072, 0.0967, 0.0045, 0.1196, -0.2111, 0.1348, -0.0126, -0.0596, -0.0232, -0.1835, 0.1013, 0.1039, -0.0347, 0.0817, -0.1580, 0.0781, -0.1024, 0.1257, -0.0451, -0.0682, -0.1512, 0.0974, 0.1364, -0.0787, 0.0860, 0.1006, 0.1024, 0.1334]
}